Version P
ORCA calculation (ωB97M-V with the def2-TZVPD basis set) on a 2-piece molecular cluster, H4NOPS2 overall.

Spin multiplicity: 1
Lowest unoccupied orbital energy in hartree: -0.0090
HOMO energy in eV: -9.16
Total charge: 0

Element x y z (Å)
N1 0.051 0.109 -0.350
O1 0.198 0.683 2.250
P1 0.027 -0.099 3.665
S1 0.352 1.126 5.072
S2 -0.437 -2.015 3.668
H1 0.207 0.412 1.289
H2 0.485 0.635 -1.148
H3 0.616 -0.748 -0.234
H4 -0.967 -0.093 -0.218


Version Q
ORCA calculation (ωB97M-V with the def2-TZVPD basis set) on H4NOPS2 as an isolated structure.

Spin multiplicity: 1
Lowest unoccupied orbital energy in hartree: 0.0104
HOMO energy in eV: -9.49
Total charge: 0

Element x y z (Å)
N1 0.530 -1.008 1.091
O1 0.308 -0.661 -1.541
P1 0.101 -0.023 -0.170
S1 -2.053 0.251 -0.484
S2 1.058 1.768 0.282
H1 0.226 -1.912 0.950
H2 0.618 -0.476 1.892
H3 -1.168 -0.274 -1.399
H4 0.380 2.335 -0.621


Most stable one: version P, least stable one: version Q.


Version P
ORCA calculation (ωB97M-V with the def2-TZVPD basis set) on a 2-piece molecular cluster, H4NOPS2 overall.

Spin multiplicity: 1
Lowest unoccupied orbital energy in hartree: -0.0149
HOMO energy in eV: -9.32
Total charge: 0

Element x y z (Å)
N1 -1.256 -0.058 -1.281
O1 0.774 0.122 1.160
P1 -2.487 0.051 -0.170
S1 -3.076 1.879 0.063
S2 -3.233 -1.668 0.430
H1 -0.988 -1.030 -1.369
H2 -0.721 0.807 -1.468
H3 0.912 -0.279 0.289
H4 1.584 0.118 1.694


Version Q
ORCA calculation (ωB97M-V with the def2-TZVPD basis set) on one molecule with the formula H4NOPS2.

Spin multiplicity: 1
Lowest unoccupied orbital energy in hartree: 0.0200
HOMO energy in eV: -8.91
SMILES string: N[P@@](O)(=S)S
Total charge: 0

Element x y z (Å)
N1 -0.459 0.812 0.578
P1 0.584 -0.268 -0.183
O1 0.392 -0.077 -1.772
S1 2.510 -0.228 0.114
S2 -0.526 -2.023 0.174
H1 -1.028 0.471 1.346
H2 -0.076 1.489 1.230
H3 -0.121 0.692 -1.957
H4 0.327 -2.931 -0.047


Most stable one: version Q, least stable one: version P.


Version P
ORCA calculation (ωB97M-V with the def2-TZVPD basis set) on one molecule with the formula C2H3IN2O.

Spin multiplicity: 1
Lowest unoccupied orbital energy in hartree: -0.0542
HOMO energy in eV: -9.15
SMILES string: I[C@@H]1N=NCO1
Total charge: 0

Element x y z (Å)
I1 2.961 -0.050 0.039
C1 0.548 0.197 -0.855
N1 0.196 1.312 -0.102
N2 -0.667 0.971 0.736
C2 -1.003 -0.412 0.615
O1 -0.201 -0.857 -0.586
H1 0.967 0.343 -1.833
H2 -0.758 -0.904 1.464
H3 -2.044 -0.599 0.523


Version Q
ORCA calculation (ωB97M-V with the def2-TZVPD basis set) on C2H3IN2O as an isolated structure.

Spin multiplicity: 1
Lowest unoccupied orbital energy in hartree: -0.0144
HOMO energy in eV: -9.45
Total charge: 0

Element x y z (Å)
C1 0.454 0.084 -1.609
C2 0.191 0.073 -0.086
N1 0.867 -0.637 -2.524
N2 0.721 0.390 -3.440
O1 0.333 1.339 -2.430
I1 2.518 0.870 -4.290
H1 0.284 1.185 0.205
H2 -0.830 -0.343 0.180
H3 0.967 -0.392 0.408


Most stable one: version P, least stable one: version Q.


Version P
ORCA calculation (ωB97M-V with the def2-TZVPD basis set) on an isolated ion of composition C4H10NOS and charge +1.

Spin multiplicity: 1
Lowest unoccupied orbital energy (spin up / spin down) in hartree: -0.1867 / -0.1870
HOMO energy (spin up / spin down) in eV: -13.67 / -13.39
Total charge: +1

Element x y z (Å)
C1 0.624 -1.196 0.145
C2 1.081 0.063 -0.702
C3 -1.439 0.189 0.089
C4 1.635 1.220 0.217
N1 -0.922 -1.154 0.272
O1 0.012 0.515 -1.491
S1 -3.047 0.368 -0.513
H1 0.900 -2.211 -0.067
H2 1.064 -1.132 1.121
H3 1.891 -0.311 -1.399
H4 -0.903 0.987 0.702
H5 2.439 1.674 -0.273
H6 1.856 0.830 1.208
H7 0.791 1.855 0.322
H8 -1.459 -1.735 -0.496
H9 -1.244 -1.551 1.138
H10 -3.281 1.589 -0.273


Version Q
ORCA calculation (ωB97M-V with the def2-TZVPD basis set) on an isolated ion of composition C4H10NOS and charge +1.

Spin multiplicity: 1
Lowest unoccupied orbital energy in hartree: -0.1429
HOMO energy in eV: -12.78
SMILES string: [NH3+][C@@H](C=O)CCS
Total charge: +1

Element x y z (Å)
N1 -0.624 2.216 -1.034
C1 0.163 1.333 -0.036
C2 -0.959 0.708 0.827
O1 -2.044 0.550 0.364
C3 0.915 0.204 -0.760
C4 0.366 -1.267 -0.689
S1 0.981 -1.909 0.897
H1 -1.553 2.459 -0.671
H2 -0.140 2.984 -1.470
H3 -0.887 1.521 -1.739
H4 0.821 1.977 0.540
H5 -0.632 0.680 1.881
H6 1.929 0.333 -0.352
H7 1.286 0.564 -1.717
H8 -0.691 -1.141 -0.911
H9 0.774 -1.812 -1.543
H10 1.437 -3.109 0.517


Most stable one: version Q, least stable one: version P.


Version P
ORCA calculation (ωB97M-V with the def2-TZVPD basis set) on one molecule with the formula C12H18N2.

Spin multiplicity: 1
Lowest unoccupied orbital energy in hartree: 0.0346
HOMO energy in eV: -7.98
SMILES string: Cc1cccc(N2CCNCC2)c1C
Total charge: 0

Element x y z (Å)
C1 3.781 -1.552 0.092
C2 2.747 -0.371 0.044
C3 3.096 0.984 0.007
C4 2.281 2.074 0.054
C5 0.931 1.888 0.151
C6 0.534 0.577 -0.049
N1 -0.823 0.283 -0.043
C7 -1.578 0.517 -1.296
C8 -3.034 0.243 -1.023
N2 -3.219 -0.807 0.025
C9 -2.603 -0.309 1.387
C10 -1.518 0.670 1.073
C11 1.363 -0.585 -0.061
C12 0.616 -1.802 -0.332
H1 3.461 -2.245 0.924
H2 3.223 -1.935 -0.880
H3 4.653 -1.014 0.082
H4 4.197 1.166 -0.094
H5 2.744 3.123 -0.030
H6 0.275 2.828 0.017
H7 -1.530 1.610 -1.476
H8 -1.138 -0.062 -2.118
H9 -3.545 1.226 -0.797
H10 -3.612 -0.138 -1.810
H11 -4.176 -0.970 0.231
H12 -2.213 -1.263 1.898
H13 -3.470 0.018 1.971
H14 -1.969 1.709 1.017
H15 -0.861 0.713 2.009
H16 0.150 -1.930 -1.298
H17 1.346 -2.634 -0.072
H18 -0.113 -2.014 0.394


Version Q
ORCA calculation (ωB97M-V with the def2-TZVPD basis set) on one molecule with the formula C12H18N2.

Spin multiplicity: 1
Lowest unoccupied orbital energy in hartree: 0.0345
HOMO energy in eV: -7.75
SMILES string: Cc1cc2c(cc1C[C@@H](C)N)CCN2
Total charge: 0

Element x y z (Å)
C1 1.389 2.712 -0.266
C2 0.367 1.460 -0.306
C3 -0.981 1.689 0.146
C4 -1.863 0.645 0.247
C5 -1.462 -0.530 -0.194
C6 -0.151 -0.946 -0.618
C7 0.765 0.143 -0.673
C8 2.125 -0.281 -1.044
C9 2.843 -0.990 0.069
C10 3.205 0.183 1.203
N1 2.237 -2.246 0.330
C11 -2.576 -1.569 -0.230
C12 -3.928 -0.622 0.121
N2 -3.229 0.548 0.778
H1 2.093 2.821 0.648
H2 1.777 2.756 -1.200
H3 0.533 3.588 -0.565
H4 -1.216 2.629 0.568
H5 0.090 -2.097 -0.767
H6 2.554 0.783 -1.161
H7 1.901 -0.694 -2.048
H8 4.065 -1.079 -0.098
H9 3.856 -0.199 1.881
H10 3.788 1.001 0.675
H11 2.364 0.840 1.749
H12 2.958 -3.060 0.700
H13 1.540 -2.236 1.153
H14 -2.355 -2.415 0.457
H15 -2.722 -2.084 -1.132
H16 -4.642 -1.130 0.745
H17 -4.287 -0.247 -0.813
H18 -3.748 1.349 0.718


Most stable one: version P, least stable one: version Q.


Version P
ORCA calculation (ωB97M-V with the def2-TZVPD basis set) on a 2-piece molecular cluster, C3H9NO overall.

Spin multiplicity: 1
Lowest unoccupied orbital energy in hartree: 0.0383
HOMO energy in eV: -10.15
SMILES string: C=NO.CC
Total charge: 0

Element x y z (Å)
C1 0.736 0.696 -1.915
N1 0.993 1.785 -1.272
O1 -0.203 2.290 -0.749
H1 1.552 0.136 -2.395
H2 -0.281 0.278 -2.005
H3 0.096 3.094 -0.284
C2 0.348 -1.279 0.986
C3 -1.072 -0.791 1.168
H4 1.015 -0.446 0.750
H5 0.712 -1.756 1.901
H6 0.402 -2.007 0.171
H7 -1.714 -1.602 1.523
H8 -1.107 0.022 1.899
H9 -1.478 -0.420 0.223


Version Q
ORCA calculation (ωB97M-V with the def2-TZVPD basis set) on one molecule with the formula C3H9NO.

Spin multiplicity: 1
Lowest unoccupied orbital energy in hartree: 0.0381
HOMO energy in eV: -9.52
SMILES string: NCCCO
Total charge: 0

Element x y z (Å)
N1 -0.638 1.326 1.255
C1 -0.937 0.817 -0.088
C2 0.142 0.018 -0.756
C3 0.741 -1.140 0.070
O1 2.156 -1.215 -0.108
H1 -1.204 2.154 1.406
H2 -0.992 0.641 1.921
H3 -1.301 1.614 -0.751
H4 -1.935 0.339 -0.082
H5 -0.299 -0.386 -1.665
H6 1.015 0.637 -1.000
H7 0.543 -1.108 1.134
H8 0.371 -2.064 -0.384
H9 2.337 -1.633 -0.952


Version R
ORCA calculation (ωB97M-V with the def2-TZVPD basis set) on a 2-piece molecular cluster, C3H9NO overall.

Spin multiplicity: 1
Lowest unoccupied orbital energy in hartree: 0.0365
HOMO energy in eV: -9.97
SMILES string: C=N.CCO
Total charge: 0

Element x y z (Å)
C1 3.000 0.779 0.906
N1 1.996 0.980 1.714
H1 2.809 0.897 -0.212
H2 4.017 0.656 1.410
H3 2.296 0.827 2.639
C2 -1.994 -1.421 -0.034
C3 -1.958 -0.172 -0.905
O1 -0.724 -0.062 -1.518
H4 -1.104 -1.583 0.666
H5 -2.931 -1.405 0.562
H6 -1.910 -2.215 -0.784
H7 -2.226 0.694 -0.323
H8 -2.736 -0.160 -1.708
H9 -0.686 0.811 -1.905


Most stable one: version Q, least stable one: version P.


Version P
ORCA calculation (ωB97M-V with the def2-TZVPD basis set) on one molecule with the formula C3H9NO.

Spin multiplicity: 1
Lowest unoccupied orbital energy in hartree: 0.0338
HOMO energy in eV: -8.24
SMILES string: CNCCO
Total charge: 0

Element x y z (Å)
C1 1.845 -1.428 1.049
N1 0.980 -0.362 0.563
C2 -0.222 -0.377 -0.248
C3 -0.740 1.038 -0.300
O1 -1.812 1.122 -1.229
H1 1.209 -2.244 1.425
H2 2.491 -1.889 0.303
H3 2.339 -1.040 1.935
H4 0.960 0.383 1.246
H5 -0.979 -1.009 0.248
H6 -0.027 -0.787 -1.240
H7 0.062 1.693 -0.631
H8 -1.096 1.317 0.694
H9 -2.571 1.596 -0.922


Version Q
ORCA calculation (ωB97M-V with the def2-TZVPD basis set) on one molecule with the formula C3H9NO.

Spin multiplicity: 1
Lowest unoccupied orbital energy in hartree: 0.0395
HOMO energy in eV: -8.16
SMILES string: CNCOC
Total charge: 0

Element x y z (Å)
C1 0.217 1.508 0.466
N1 -1.077 0.947 0.071
C2 -1.153 -0.470 -0.320
O1 -0.118 -0.872 -1.191
C3 1.122 -1.312 -0.508
H1 1.011 0.888 0.045
H2 0.056 2.582 0.583
H3 0.577 1.176 1.511
H4 -1.686 1.633 0.478
H5 -1.100 -1.045 0.613
H6 -2.046 -0.644 -0.919
H7 2.055 -0.783 -0.696
H8 1.258 -2.425 -0.677
H9 0.884 -1.182 0.543


Version R
ORCA calculation (ωB97M-V with the def2-TZVPD basis set) on a 2-piece molecular cluster, C3H9NO overall.

Spin multiplicity: 1
Lowest unoccupied orbital energy in hartree: -0.0614
HOMO energy in eV: -7.89
Total charge: 0

Element x y z (Å)
C1 0.111 -2.234 -0.781
O1 0.822 -1.125 -1.189
H1 -0.532 -2.587 -1.585
H2 0.840 -2.995 -0.420
H3 -0.421 -2.167 0.204
C2 -0.569 0.877 0.869
C3 -1.252 2.078 0.912
N1 0.753 0.813 0.316
H4 -1.173 -0.039 0.910
H5 -1.295 2.687 1.797
H6 -1.760 2.313 -0.027
H7 0.939 1.604 -0.312
H8 1.394 0.999 1.103
H9 1.084 -0.153 -0.346


Version S
ORCA calculation (ωB97M-V with the def2-TZVPD basis set) on one molecule with the formula C3H9NO.

Spin multiplicity: 1
Lowest unoccupied orbital energy in hartree: 0.0372
HOMO energy in eV: -8.82
SMILES string: CNCCO
Total charge: 0

Element x y z (Å)
C1 -1.749 -0.357 0.344
N1 -0.473 -1.063 0.193
C2 0.694 -0.243 0.570
C3 1.062 0.786 -0.478
O1 1.603 0.165 -1.630
H1 -1.836 0.120 1.349
H2 -2.562 -1.085 0.205
H3 -1.871 0.419 -0.427
H4 -0.476 -1.896 0.772
H5 0.480 0.297 1.516
H6 1.567 -0.878 0.727
H7 1.776 1.497 -0.022
H8 0.184 1.424 -0.758
H9 1.601 0.815 -2.361


Most stable one: version S, least stable one: version R.